The following is a quantum chemistry calculation of C37H52CsN7O2SSb as an isolated structure, from the Open Molecules 2025 dataset.

Each line ends with the Löwdin charge.
Element x y z (Å)
Cs (0.05, 0.06, 0.33)  1.310
O (4.10, 0.68, 0.67)  -0.084
C (3.09, 0.92, -0.05)  -0.614
N (2.12, 1.76, 0.17)  -0.136
C (2.31, 2.54, 1.37)  -0.220
C (1.10, 2.95, 2.14)  -0.294
C (1.26, 3.95, 3.11)  -0.030
C (0.17, 4.37, 3.84)  -0.077
C (-1.06, 3.77, 3.60)  -0.068
C (-1.12, 2.77, 2.64)  -0.179
N (-0.07, 2.38, 1.93)  -0.025
C (3.05, 0.10, -1.32)  -0.236
C (4.29, -0.26, -1.86)  -0.028
C (4.35, -1.21, -2.86)  -0.072
C (3.15, -1.77, -3.30)  -0.077
C (1.97, -1.29, -2.76)  -0.161
N (1.91, -0.38, -1.79)  -0.013
H (2.87, 3.46, 1.13)  0.127
H (2.96, 1.98, 2.07)  0.124
H (2.24, 4.38, 3.27)  0.111
H (0.28, 5.14, 4.60)  0.101
H (-1.94, 4.07, 4.14)  0.097
H (-2.04, 2.24, 2.44)  0.094
H (5.18, 0.20, -1.45)  0.116
H (5.29, -1.52, -3.28)  0.102
H (3.14, -2.55, -4.05)  0.095
H (1.02, -1.67, -3.09)  0.107
O (-1.69, -1.41, -0.28)  -0.532
C (-2.88, -1.84, -0.14)  -0.436
C (-3.57, -2.43, -1.24)  -0.045
C (-4.83, -2.95, -1.13)  -0.127
C (-5.52, -2.92, 0.08)  -0.143
C (-4.88, -2.36, 1.17)  -0.083
C (-3.60, -1.83, 1.10)  -0.103
C (-2.98, -1.39, 2.33)  -0.301
N (-2.21, -0.35, 2.57)  0.066
C (-1.88, -0.41, 3.89)  -0.162
C (-2.46, -1.49, 4.48)  -0.106
N (-3.16, -2.11, 3.48)  0.098
H (-3.04, -2.47, -2.18)  0.096
H (-5.30, -3.41, -2.00)  0.091
H (-6.51, -3.33, 0.16)  0.079
H (-5.41, -2.31, 2.12)  0.100
H (-1.26, 0.35, 4.33)  0.089
H (-2.44, -1.86, 5.48)  0.096
H (-3.66, -2.98, 3.55)  0.148
C (3.96, -1.34, 2.95)  -0.063
N (3.56, -2.41, 2.09)  -0.157
C (4.20, -2.64, 0.81)  -0.108
C (3.36, -3.78, 0.22)  -0.144
N (2.75, -4.35, 1.41)  0.003
C (2.76, -3.43, 2.43)  -0.904
S (2.01, -3.63, 3.88)  0.575
H (4.78, -1.64, 3.61)  0.090
H (3.11, -1.03, 3.55)  0.069
H (4.28, -0.50, 2.33)  0.062
H (5.25, -2.95, 0.98)  0.130
H (4.19, -1.73, 0.21)  0.092
H (3.97, -4.52, -0.29)  0.111
H (2.60, -3.39, -0.47)  0.114
H (1.97, -4.98, 1.33)  0.124
C (1.55, 3.91, -4.05)  -0.145
C (0.31, 3.19, -4.55)  -0.684
C (0.74, 2.04, -5.45)  -0.144
C (-0.52, 4.16, -5.37)  -0.113
Sb (-0.60, 2.19, -2.67)  1.592
C (-2.50, 1.29, -3.56)  -0.694
C (-3.16, 2.04, -4.71)  -0.121
C (-3.52, 1.09, -2.46)  -0.123
C (-2.05, -0.08, -4.04)  -0.150
C (-1.31, 4.00, -1.51)  -0.692
C (-0.05, 4.50, -0.82)  -0.134
C (-2.29, 3.52, -0.46)  -0.133
C (-1.95, 5.13, -2.30)  -0.115
H (2.18, 4.22, -4.89)  0.080
H (2.14, 3.26, -3.40)  0.070
H (1.28, 4.80, -3.50)  0.056
H (1.34, 2.41, -6.29)  0.080
H (-0.12, 1.52, -5.86)  0.055
H (1.35, 1.33, -4.89)  0.065
H (0.10, 4.59, -6.16)  0.080
H (-0.89, 4.98, -4.77)  0.049
H (-1.36, 3.68, -5.85)  0.050
H (-3.35, 3.08, -4.45)  0.064
H (-4.11, 1.57, -4.94)  0.081
H (-2.54, 2.01, -5.60)  0.056
H (-4.04, 2.01, -2.21)  0.065
H (-3.06, 0.69, -1.56)  0.063
H (-4.27, 0.37, -2.78)  0.086
H (-1.24, -0.01, -4.77)  0.052
H (-2.88, -0.62, -4.50)  0.086
H (-1.69, -0.66, -3.19)  0.055
H (0.41, 3.70, -0.25)  0.035
H (-0.29, 5.32, -0.13)  0.090
H (0.68, 4.87, -1.53)  0.055
H (-1.96, 2.57, -0.03)  0.039
H (-3.28, 3.38, -0.87)  0.063
H (-2.35, 4.25, 0.35)  0.084
H (-1.22, 5.65, -2.91)  0.056
H (-2.37, 5.86, -1.60)  0.082
H (-2.76, 4.78, -2.93)  0.066

Summary:
frontier orbital gap = 6.3 eV
LUMO = 2.1 eV
largest force on an atom = 2.39 eV/A
2S+1 = 1
relative energy (zero: lowest compared OMol25 entry of this formula, charge and spin) = 184.6 kJ/mol
charge = -1
DFT total energy = -71661.313 eV

=====

The following is a quantum chemistry calculation of C37H52N3O12P2RuS2Sb as an isolated structure, from the Open Molecules 2025 dataset.

Each line ends with the Mulliken spin population.
Element x y z (Å)
Ru (0.20, 0.01, -0.19)  -0.010
C (0.74, -3.16, 0.86)  -0.021
C (1.04, -2.38, 2.09)  -0.003
C (1.17, -3.01, 3.33)  0.003
C (1.46, -2.26, 4.45)  -0.001
C (1.64, -0.90, 4.30)  0.002
C (1.49, -0.35, 3.03)  0.001
N (1.19, -1.06, 1.96)  -0.002
Sb (2.04, 1.73, 2.83)  0.000
C (3.01, 1.42, 0.92)  -0.002
C (4.39, 1.56, 0.93)  0.002
C (5.07, 1.55, -0.27)  -0.003
C (4.33, 1.47, -1.43)  0.007
C (2.93, 1.36, -1.37)  0.025
C (2.12, 1.33, -2.60)  -0.010
N (2.30, 1.28, -0.19)  0.004
C (0.09, 2.40, 2.16)  -0.001
C (-0.51, 3.30, 3.04)  -0.004
C (-1.73, 3.86, 2.69)  0.002
C (-2.27, 3.52, 1.47)  -0.004
C (-1.61, 2.61, 0.64)  -0.009
C (-2.19, 2.27, -0.68)  0.006
N (-0.46, 2.05, 1.01)  -0.004
H (0.81, -4.23, 1.05)  -0.001
H (-0.27, -2.91, 0.54)  0.009
H (1.41, -2.87, 0.06)  -0.005
H (1.06, -4.08, 3.39)  0.000
H (1.58, -2.73, 5.42)  0.000
H (1.92, -0.27, 5.12)  0.000
H (4.91, 1.70, 1.87)  0.000
H (6.14, 1.62, -0.30)  0.000
H (4.80, 1.51, -2.40)  0.001
H (2.70, 1.65, -3.46)  0.000
H (1.78, 0.31, -2.76)  -0.005
H (1.22, 1.96, -2.51)  0.000
H (-0.01, 3.56, 3.97)  0.000
H (-2.24, 4.54, 3.35)  0.000
H (-3.18, 3.98, 1.13)  0.000
H (-3.14, 2.76, -0.84)  -0.001
H (-1.50, 2.56, -1.48)  0.000
H (-2.32, 1.18, -0.77)  -0.004
O (-2.42, 0.75, -3.94)  0.001
S (-1.08, 0.94, -3.45)  0.005
O (-0.65, 2.33, -3.36)  0.001
O (-0.83, 0.24, -2.17)  0.017
C (0.01, 0.15, -4.64)  0.017
C (0.65, 0.88, -5.61)  -0.010
C (1.50, 0.24, -6.50)  0.015
C (1.69, -1.13, -6.40)  -0.007
C (1.03, -1.87, -5.43)  0.000
C (0.16, -1.22, -4.55)  0.023
S (0.38, -2.52, -2.36)  0.294
O (-0.57, -1.91, -3.64)  0.053
O (1.19, -3.56, -2.99)  0.319
O (1.25, -1.45, -1.84)  0.154
H (0.49, 1.95, -5.64)  -0.001
H (1.99, 0.81, -7.27)  0.000
H (2.35, -1.62, -7.09)  0.000
H (1.19, -2.93, -5.33)  0.004
C (-4.91, -2.09, -3.76)  -0.001
C (-4.84, -1.22, -2.51)  0.000
C (-5.20, 0.23, -2.82)  -0.001
O (-3.48, -1.18, -1.99)  -0.008
P (-2.78, -2.33, -1.22)  -0.009
O (-1.34, -2.08, -0.99)  0.128
C (-3.58, -2.53, 0.41)  0.013
P (-3.15, -1.03, 1.38)  0.000
O (-1.79, -0.50, 1.21)  0.007
O (-4.25, 0.05, 1.04)  -0.004
C (-5.55, 0.07, 1.68)  0.000
C (-6.64, 0.01, 0.63)  0.000
C (-5.65, 1.34, 2.51)  0.000
O (-3.40, -1.49, 2.90)  -0.003
C (-2.39, -1.19, 3.88)  0.000
C (-2.57, -2.18, 5.03)  0.000
C (-2.49, 0.26, 4.34)  -0.001
O (-3.06, -3.73, -1.93)  -0.002
C (-2.06, -4.41, -2.73)  0.030
C (-1.13, -5.23, -1.84)  -0.002
C (-2.79, -5.30, -3.73)  0.002
H (-5.91, -2.03, -4.17)  0.000
H (-4.69, -3.12, -3.51)  0.001
H (-4.20, -1.72, -4.49)  0.000
H (-5.48, -1.64, -1.73)  0.000
H (-4.42, 0.63, -3.47)  0.000
H (-5.22, 0.81, -1.90)  0.000
H (-6.17, 0.27, -3.31)  0.000
H (-3.16, -3.42, 0.87)  -0.001
H (-4.66, -2.64, 0.37)  0.001
H (-5.62, -0.80, 2.35)  0.000
H (-6.63, 0.91, 0.02)  0.000
H (-7.61, -0.07, 1.11)  0.000
H (-6.51, -0.85, -0.02)  0.000
H (-5.52, 2.21, 1.87)  0.000
H (-4.88, 1.36, 3.28)  0.000
H (-6.62, 1.39, 2.98)  0.000
H (-1.41, -1.33, 3.41)  0.002
H (-3.58, -2.10, 5.43)  0.000
H (-1.85, -1.95, 5.81)  0.000
H (-2.42, -3.19, 4.68)  0.000
H (-3.44, 0.44, 4.83)  0.000
H (-2.41, 0.91, 3.47)  0.000
H (-1.68, 0.48, 5.03)  0.000
H (-1.48, -3.66, -3.26)  -0.008
H (-1.64, -6.11, -1.46)  -0.001
H (-0.79, -4.61, -1.02)  -0.003
H (-0.27, -5.52, -2.43)  0.000
H (-3.46, -5.99, -3.22)  0.000
H (-2.05, -5.87, -4.29)  0.000
H (-3.36, -4.71, -4.44)  0.000

Summary:
frontier orbital gap (spin up / spin down) = 8.5 / 6.4 eV
LUMO (spin up / spin down) = -2.6 / -4.8 eV
largest force on an atom = 2.75 eV/A
2S+1 = 2
relative energy (zero: lowest compared OMol25 entry of this formula, charge and spin) = 217.0 kJ/mol
charge = +1
DFT total energy = -117617.621 eV

=====

The following is a quantum chemistry calculation of a 14-piece molecular cluster, C37H53N14O3 overall, from the Open Molecules 2025 dataset.

Each line ends with the Löwdin charge.
Element x y z (Å)
O (-2.76, 4.00, -0.26)  -0.112
C (-3.55, 3.02, -0.37)  -0.752
O (-4.01, 2.53, -1.41)  -0.066
C (-4.01, 2.40, 0.97)  -0.161
C (-4.22, 0.90, 0.92)  -0.227
C (-2.96, 0.08, 1.01)  -0.244
N (-2.14, 0.15, -0.20)  -0.049
C (-0.90, -0.59, -0.08)  -0.177
C (-0.22, -0.95, -1.40)  -0.126
C (1.15, -1.15, -1.36)  -0.066
C (1.86, -1.52, -2.51)  -0.116
C (1.18, -1.67, -3.71)  -0.113
C (-0.20, -1.46, -3.77)  -0.035
C (-0.91, -1.11, -2.62)  -0.261
O (-2.25, -0.91, -2.69)  0.039
H (-3.34, 2.67, 1.78)  0.067
H (-4.98, 2.86, 1.19)  0.110
H (-4.81, 0.66, 0.03)  0.097
H (-4.83, 0.61, 1.78)  0.069
H (-2.37, 0.38, 1.89)  0.100
H (-3.24, -0.97, 1.13)  0.112
H (-1.96, 1.11, -0.47)  0.113
H (-0.17, 0.00, 0.49)  0.114
H (-1.06, -1.49, 0.51)  0.117
H (1.67, -1.05, -0.42)  0.078
H (2.92, -1.69, -2.44)  0.079
H (1.72, -1.93, -4.61)  0.085
H (-0.73, -1.55, -4.71)  0.075
H (-2.68, -1.55, -3.27)  0.059
C (0.53, -2.88, -8.11)  -0.065
C (-0.54, -3.13, -7.15)  -0.281
N (-1.37, -3.35, -6.40)  0.142
H (1.37, -3.54, -7.88)  0.042
H (0.17, -3.10, -9.12)  0.081
H (0.86, -1.85, -8.06)  0.087
C (-5.85, -0.44, -3.56)  -0.051
C (-5.24, -1.76, -3.56)  -0.277
N (-4.70, -2.77, -3.53)  0.129
H (-6.82, -0.48, -4.05)  0.076
H (-5.97, -0.09, -2.53)  0.086
H (-5.21, 0.27, -4.08)  0.092
C (-2.62, 3.29, 5.18)  -0.068
C (-3.42, 2.27, 4.52)  -0.252
N (-4.05, 1.51, 3.93)  0.168
H (-3.00, 4.28, 4.91)  0.045
H (-2.65, 3.17, 6.26)  0.079
H (-1.58, 3.22, 4.85)  0.059
C (4.99, -1.14, 1.49)  -0.082
C (4.16, -2.07, 0.75)  -0.262
N (3.50, -2.78, 0.13)  0.150
H (4.63, -0.12, 1.34)  0.091
H (4.96, -1.37, 2.55)  0.043
H (6.01, -1.20, 1.14)  0.037
C (-0.24, -5.17, -1.49)  -0.057
C (-0.48, -5.08, -0.06)  -0.272
N (-0.66, -5.01, 1.07)  0.138
H (0.83, -5.13, -1.69)  0.080
H (-0.63, -6.12, -1.87)  0.081
H (-0.72, -4.34, -2.00)  0.082
C (0.39, 0.26, 5.93)  -0.069
C (0.51, 1.69, 6.15)  -0.287
N (0.64, 2.82, 6.29)  0.136
H (-0.62, -0.08, 6.17)  0.085
H (0.60, 0.03, 4.89)  0.077
H (1.10, -0.27, 6.56)  0.070
C (1.64, -5.93, -5.09)  -0.060
C (2.58, -5.13, -5.87)  -0.282
N (3.29, -4.47, -6.48)  0.132
H (1.03, -6.54, -5.75)  0.084
H (2.18, -6.57, -4.40)  0.084
H (0.99, -5.26, -4.52)  0.071
C (4.33, -0.11, 5.60)  -0.060
C (3.49, -1.06, 4.88)  -0.301
N (2.83, -1.80, 4.31)  0.156
H (3.97, 0.91, 5.44)  0.086
H (4.31, -0.33, 6.66)  0.083
H (5.36, -0.18, 5.24)  0.079
C (1.63, -7.25, 1.99)  -0.075
C (2.72, -7.80, 1.20)  -0.293
N (3.58, -8.24, 0.58)  0.109
H (1.98, -7.03, 3.00)  0.083
H (1.26, -6.34, 1.54)  0.035
H (0.82, -7.97, 2.05)  0.084
C (-2.58, 6.12, 2.00)  -0.067
C (-2.76, 6.53, 3.39)  -0.287
N (-2.91, 6.77, 4.51)  0.109
H (-1.52, 6.12, 1.76)  0.065
H (-2.97, 5.12, 1.85)  0.056
H (-3.10, 6.81, 1.34)  0.079
C (0.65, 7.58, -0.74)  -0.069
C (0.49, 8.01, 0.64)  -0.291
N (0.35, 8.35, 1.73)  0.123
H (1.71, 7.59, -1.01)  0.082
H (0.26, 6.56, -0.86)  0.093
H (0.10, 8.24, -1.41)  0.020
C (-3.26, 9.27, -2.10)  -0.058
C (-1.99, 9.00, -2.75)  -0.267
N (-0.99, 8.75, -3.25)  0.136
H (-3.11, 9.95, -1.27)  0.083
H (-3.95, 9.72, -2.82)  0.080
H (-3.68, 8.34, -1.73)  0.090
C (8.47, -3.65, 2.71)  -0.059
C (8.15, -2.24, 2.57)  -0.267
N (7.90, -1.12, 2.46)  0.139
H (9.08, -3.98, 1.87)  0.085
H (9.02, -3.81, 3.64)  0.083
H (7.55, -4.23, 2.73)  0.087

Summary:
frontier orbital gap = 6.1 eV
LUMO = 1.5 eV
largest force on an atom = 1.04 eV/A
2S+1 = 1
charge = -1
DFT total energy = -66230.567 eV